Entry 1:
ORCA calculation (ωB97M-V/def2-TZVPD) on a 2-piece molecular cluster, CH5OS overall.

Values from the calculation:
LUMO: 4.299 eV
Charge: -1
Frontier orbital gap: 7.1862 eV
Spin multiplicity: 1

```
8
CH5OS, DFT ωB97M-V/def2-TZVPD
H -2.1678 0.0792 0.0746
H 2.3664 0.7647 0.6390
H 0.4813 -0.9515 0.1216
O -0.4972 -1.0572 0.2834
C -1.0929 0.1340 -0.1369
H -0.9692 0.3140 -1.2169
S 2.5846 -0.2908 -0.1646
H -0.7052 1.0075 0.3999
```

Charges obtained by Löwdin population analysis, quoted in units of e:
1. H 0.06
2. H -0.44
3. H -0.10
4. O -0.22
5. C -0.25
6. H 0.07
7. S -0.19
8. H 0.06

Entry 2:
ORCA calculation (ωB97M-V/def2-TZVPD) on C6H7BrO in the gas phase at a distorted geometry.

Values from the calculation:
LUMO: -0.098 eV
SMILES string: C=C(Br)C(=O)C1CC1
Frontier orbital gap: 9.7205 eV
Spin multiplicity: 1

```
15
C6H7BrO, DFT ωB97M-V/def2-TZVPD
C -0.5452 0.2580 -1.7161
H 2.0082 0.3157 1.7737
H 0.0797 -1.8004 -1.8007
C -0.4939 0.6855 -0.3195
C -0.1157 -0.5177 1.8423
H -1.1249 -0.1983 1.8318
C -0.3941 -0.9710 -2.2043
H -0.3638 -0.9120 -3.2598
H 1.0195 -0.7752 -0.1410
C 0.9703 0.5249 1.7846
O -1.0884 1.6872 0.0034
H 0.6415 1.4214 2.2121
H -0.0110 -1.3710 2.4452
Br -0.9506 1.7651 -2.9495
C 0.3683 -0.1124 0.4976
```

Charges obtained by Löwdin population analysis, quoted in units of e:
1. C -0.57
2. H 0.09
3. H 0.06
4. C -0.50
5. C -0.09
6. H 0.10
7. C 0.02
8. H 0.04
9. H 0.15
10. C -0.04
11. O 0.07
12. H 0.09
13. H 0.09
14. Br 0.70
15. C -0.22

Entry 3:
ORCA calculation (ωB97M-V/def2-TZVPD) on C4H4N2Na as an isolated structure at a distorted geometry.

Values from the calculation:
LUMO: -4.511 eV
Charge: +1
Frontier orbital gap: 9.5443 eV
Spin multiplicity: 1

```
11
C4H4N2Na, DFT ωB97M-V/def2-TZVPD
C 1.1851 -0.1484 0.0598
N 0.2681 -0.9208 -0.5396
N -0.4210 1.4457 0.8471
C -1.3379 0.6732 0.2477
Na 0.7642 -2.6244 -1.5378
H 1.6179 1.6322 1.2254
C -0.9982 -0.4936 -0.4360
H -2.3841 0.9994 0.3166
H 2.2313 -0.4745 -0.0090
C 0.8453 1.0185 0.7436
H -1.7706 -1.1073 -0.9179
```

Charges obtained by Löwdin population analysis, quoted in units of e:
1. C -0.10
2. N -0.08
3. N 0.11
4. C -0.08
5. Na 0.84
6. H 0.13
7. C -0.10
8. H 0.13
9. H 0.12
10. C -0.08
11. H 0.12

Entry 4:
ORCA calculation (ωB97M-V/def2-TZVPD) on C20H19Cl5NO7PdS as an isolated structure at a distorted geometry.

Values from the calculation:
LUMO: 2.215 eV
Charge: -1
Frontier orbital gap: 8.6051 eV
Spin multiplicity: 1

```
54
C20H19Cl5NO7PdS, DFT ωB97M-V/def2-TZVPD
C -1.5380 2.0111 -1.4044
O -1.8334 2.5800 0.9182
H 3.3268 1.1777 -0.8114
C -1.0552 2.1458 0.0434
C -1.3510 0.5610 -1.8355
O -0.0919 2.2353 -4.2496
H 5.3964 -1.7896 -1.8687
H -2.2922 1.3297 3.7008
S -0.1256 0.8019 -4.2262
H -5.5895 -0.6926 1.8303
Cl 2.6820 -3.7414 0.0270
C -5.2929 -0.0667 2.6713
C 3.6602 -0.5337 -2.0701
O -3.3739 0.5140 1.3285
C 0.7271 -0.6544 1.6850
Cl 4.2119 0.0502 3.5474
H -0.4123 0.1877 -1.4270
H -3.7313 0.9328 4.6529
C 2.9991 -0.6493 2.5409
C -3.0507 -1.1860 2.9960
H -2.5705 2.3347 -1.5108
O 0.1259 1.7133 0.3028
O -3.6285 -2.0624 3.6203
Cl 4.9022 -2.4184 1.7776
O -1.8180 -1.2645 2.6101
H -5.5908 -0.5674 3.5911
C -3.7882 0.1405 2.6555
H 1.6181 -1.4327 -4.6402
H -3.2841 1.4775 1.2423
H -3.8153 2.1697 3.3848
C 1.3471 0.2803 -3.3901
C -3.3721 1.2094 3.6605
H -5.8044 0.8963 2.5943
H 4.7207 -1.2390 -0.3354
O -0.2540 0.0448 -5.4417
H -2.1411 -0.0539 -1.4061
H -0.9159 2.6635 -2.0214
H -1.6475 -0.6111 -3.5380
N -1.3965 0.3385 -3.2881
C 1.8248 1.0212 -2.3164
C 4.9223 -0.9460 -1.3668
Cl 1.2957 1.1943 3.5527
H 3.6778 -2.1568 -3.4703
C 2.0028 -0.8683 -3.8001
C 1.0504 -1.7684 0.9189
Pd -0.9846 0.2592 1.5605
C 3.1569 -1.2651 -3.1416
C 1.7132 -0.1267 2.5140
C 2.9683 0.6052 -1.6595
H 1.3048 1.9089 -1.9800
C 3.3079 -1.7550 1.7506
H 5.6351 -0.1197 -1.3392
C 2.3264 -2.3305 0.9537
Cl -0.1548 -2.4850 -0.0929
```

Charges obtained by Löwdin population analysis, quoted in units of e:
1. C -0.08
2. O -0.05
3. H 0.13
4. C -0.68
5. C -0.24
6. O -0.29
7. H 0.08
8. H 0.07
9. S 0.63
10. H 0.09
11. Cl 0.68
12. C -0.03
13. C -0.26
14. O -0.08
15. C -0.30
16. Cl 0.66
17. H 0.07
18. H 0.10
19. C -0.70
20. C -0.58
21. H 0.12
22. O -0.10
23. O 0.05
24. Cl 0.68
25. O -0.13
26. H 0.08
27. C -0.53
28. H 0.11
29. H 0.06
30. H 0.09
31. C -0.28
32. C -0.02
33. H 0.08
34. H 0.00
35. O -0.31
36. H 0.12
37. H 0.10
38. H 0.11
39. N -0.12
40. C -0.05
41. C -0.05
42. Cl 0.69
43. H 0.11
44. C -0.05
45. C -0.67
46. Pd 0.97
47. C -0.04
48. C -0.68
49. C -0.02
50. H 0.11
51. C -0.71
52. H 0.09
53. C -0.71
54. Cl 0.70

Entry 5:
ORCA calculation (ωB97M-V/def2-TZVPD) on a 5-piece molecular cluster, C14H23Cl4FN2O2 overall.

Values from the calculation:
LUMO: 0.361 eV
SMILES string: Fc1ccccc1.CNC(C)=O.CNC(C)=O.ClCCl.ClCCl
Frontier orbital gap: 9.7578 eV
Spin multiplicity: 1

```
46
C14H23Cl4FN2O2, DFT ωB97M-V/def2-TZVPD
Cl -1.7620 1.0181 1.8830
C -2.0474 -0.4927 1.0063
H -1.2314 -1.1606 1.2599
C 2.5946 -1.7533 4.8058
H -6.1851 -2.0478 -2.6519
H 2.4284 1.3686 6.1009
N -1.6107 -0.4622 -6.3257
N 2.4790 1.0308 1.7967
H 3.4781 4.1472 2.0446
C -1.6907 -0.3585 -7.7703
H 2.2794 0.9139 2.7751
Cl -5.2079 -1.6154 -0.5885
C -0.8220 0.3945 -5.6100
C 0.4704 -0.7441 4.2896
F 4.1691 -0.5460 6.0652
C 2.1215 0.4844 5.5560
C 2.1519 -0.0785 0.9244
H 1.0634 -2.7467 3.7516
C 2.8012 3.3565 2.3549
O 3.0393 2.4700 0.1480
C 2.7977 2.2622 1.3235
H -2.9889 -0.8981 1.3562
C -5.1585 -2.0120 -2.3112
H -1.9689 0.3215 -3.8237
Cl -2.0506 -0.2691 -0.7279
H 3.2604 -2.5947 4.6773
H -2.3135 -0.9851 -5.8324
H -2.2694 0.5183 -8.0811
H 1.7132 0.2797 -0.0069
H -4.6715 -2.9681 -2.4527
C 0.8790 0.4130 4.9499
H -0.3087 0.9310 -3.5839
Cl -4.2668 -0.8211 -3.2731
O -0.1260 1.2301 -6.1485
H 0.1759 1.2327 5.0311
H 1.7873 3.7625 2.3921
H 3.0821 3.0179 3.3520
C -0.9209 0.2123 -4.1136
H 1.4644 -0.7316 1.4545
C 2.9632 -0.6020 5.4757
H -0.6894 -0.1699 -8.1563
H 3.0465 -0.6363 0.6322
H -0.5333 -0.7715 3.8909
C 1.3335 -1.8152 4.2361
H -0.6527 -0.8195 -3.8770
H -2.1035 -1.2649 -8.1987
```

Charges obtained by Löwdin population analysis, quoted in units of e:
1. Cl 0.52
2. C -1.04
3. H 0.01
4. C -0.01
5. H 0.02
6. H 0.12
7. N -0.01
8. N 0.02
9. H 0.08
10. C -0.08
11. H 0.09
12. Cl 0.52
13. C -0.56
14. C -0.12
15. F 0.07
16. C -0.02
17. C -0.07
18. H 0.11
19. C 0.00
20. O 0.05
21. C -0.56
22. H 0.01
23. C -0.99
24. H 0.01
25. Cl 0.53
26. H 0.12
27. H 0.11
28. H 0.09
29. H 0.08
30. H 0.03
31. C -0.09
32. H 0.08
33. Cl 0.53
34. O 0.06
35. H 0.11
36. H 0.09
37. H 0.07
38. C -0.03
39. H 0.06
40. C -0.29
41. H 0.08
42. H 0.09
43. H 0.08
44. C -0.10
45. H 0.08
46. H 0.08

Entry 6:
ORCA calculation (ωB97M-V/def2-TZVPD) on a 2-piece molecular cluster, C4H15N2O overall at a distorted geometry.

Values from the calculation:
LUMO: -2.917 eV
Charge: +1
Frontier orbital gap: 10.5316 eV
Spin multiplicity: 1

```
22
C4H15N2O, DFT ωB97M-V/def2-TZVPD
O 0.3377 2.2430 2.0034
H -1.2733 -1.4322 -0.3582
H 0.6962 -0.3518 -2.3281
H -0.7219 -0.6948 1.7155
C -1.2680 0.5167 -1.8480
H -0.0884 -2.2677 2.1827
H 1.6913 0.3949 -0.3188
H 0.3716 1.1038 0.2532
C 0.1810 -1.3077 1.7634
H -1.9711 -0.0690 -2.4288
H 0.3941 3.2116 1.9743
N 0.8440 0.8837 -0.6245
N 0.8001 -1.4983 0.4074
C 0.0938 -0.0620 -1.4691
H 1.1753 -2.4367 0.3878
H 0.1288 2.1457 2.9339
H -1.8432 0.8714 -0.9836
H -0.1642 -2.2050 -1.3598
C -0.2324 -1.3565 -0.6649
H 0.9283 -0.8227 2.3909
H 1.0719 1.7046 -1.1694
H -1.1517 1.4290 -2.4594
```

Charges obtained by Löwdin population analysis, quoted in units of e:
1. O -0.05
2. H 0.12
3. H 0.15
4. H 0.08
5. C -0.05
6. H 0.08
7. H 0.16
8. H 0.11
9. C -0.09
10. H 0.10
11. H 0.07
12. N 0.21
13. N -0.12
14. C -0.32
15. H 0.11
16. H 0.06
17. H 0.09
18. H 0.13
19. C -0.18
20. H 0.08
21. H 0.17
22. H 0.09